Formula: C77H120N12O31
Source: the OMol25 dataset
Level of theory: wB97M-V/def2-TZVPD

net charge	+4
LUMO	-7.67	eV
electronic energy	-5994.366149	hartree
molar mass	1709.86	u
HOMO level	-12.984	eV

Atoms and positions in Å:
C: -1.437 -13.283 25.307
N: -0.204 -12.884 25.972
C: 0.087 -13.430 27.135
C: 1.121 -12.908 27.855
C: 1.886 -11.777 27.417
C: 1.628 -11.391 26.087
C: 0.581 -11.977 25.381
C: 2.891 -11.256 28.289
C: 2.477 -10.899 29.617
C: 3.293 -10.089 30.238
N: 4.539 -9.817 29.708
C: 5.173 -10.415 28.635
C: 4.145 -11.099 27.838
C: 5.322 -8.740 30.452
H: -1.372 -14.372 25.186
H: -1.599 -12.710 24.408
H: -2.320 -13.104 25.969
H: -0.466 -14.299 27.439
H: 1.212 -13.484 28.756
H: 2.139 -10.548 25.570
H: 0.403 -11.591 24.368
H: 1.558 -11.364 30.118
H: 3.208 -9.731 31.204
H: 5.904 -11.132 29.165
H: 4.353 -11.498 26.859
H: 6.273 -9.075 30.648
H: 4.821 -8.478 31.382
H: 5.280 -7.845 29.848
C: -1.695 -11.007 31.534
N: -2.595 -11.855 32.281
C: -3.753 -12.188 31.667
C: -4.618 -13.117 32.180
C: -4.296 -13.718 33.408
C: -3.152 -13.342 34.052
C: -2.272 -12.502 33.412
C: -5.183 -14.841 33.900
C: -6.333 -14.443 34.608
C: -7.166 -15.388 35.184
N: -6.932 -16.675 34.966
C: -5.913 -17.077 34.252
C: -5.016 -16.227 33.693
C: -7.801 -17.699 35.634
H: -1.635 -10.002 31.902
H: -1.922 -11.108 30.454
H: -0.682 -11.464 31.645
H: -4.088 -11.758 30.745
H: -5.481 -13.536 31.617
H: -2.707 -13.880 34.958
H: -1.325 -12.279 33.879
H: -6.437 -13.420 34.944
H: -8.005 -15.038 35.812
H: -5.805 -18.146 34.187
H: -4.161 -16.609 33.112
H: -8.332 -18.302 34.904
H: -8.518 -17.244 36.374
H: -7.207 -18.352 36.253
C: 6.202 -14.970 30.836
N: 5.825 -14.796 29.465
C: 4.731 -15.386 28.998
C: 4.285 -15.323 27.661
C: 5.023 -14.579 26.730
C: 6.044 -13.789 27.287
C: 6.485 -13.960 28.600
C: 4.714 -14.503 25.311
C: 4.531 -15.615 24.503
C: 4.023 -15.480 23.201
N: 3.712 -14.240 22.759
C: 3.944 -13.114 23.480
C: 4.515 -13.250 24.720
C: 2.883 -14.126 21.500
H: 6.745 -14.154 31.217
H: 6.837 -15.877 30.966
H: 5.334 -15.032 31.514
H: 4.166 -15.988 29.675
H: 3.411 -15.894 27.361
H: 6.670 -13.193 26.586
H: 7.251 -13.361 29.128
H: 4.831 -16.634 24.900
H: 3.760 -16.365 22.621
H: 3.721 -12.156 23.039
H: 4.616 -12.318 25.218
H: 2.352 -15.080 21.326
H: 3.606 -13.827 20.724
H: 2.132 -13.361 21.640
C: -2.714 -8.610 24.298
N: -1.358 -8.597 23.528
C: -1.281 -9.205 22.386
C: -0.111 -9.039 21.609
C: 0.830 -8.108 21.957
C: 0.642 -7.495 23.196
C: -0.446 -7.786 23.985
C: 1.908 -7.786 20.952
C: 2.581 -8.897 20.460
C: 3.594 -8.666 19.513
N: 3.848 -7.354 19.150
C: 3.208 -6.310 19.655
C: 2.270 -6.491 20.657
C: 4.929 -6.987 18.150
H: -2.419 -8.328 25.324
H: -3.123 -9.617 24.164
H: -3.494 -7.935 23.932
H: -2.088 -9.803 21.962
H: -0.008 -9.501 20.669
H: 1.420 -6.861 23.555
H: -0.644 -7.466 24.963
H: 2.181 -9.867 20.472
H: 4.050 -9.580 19.011
H: 3.399 -5.309 19.258
H: 1.809 -5.681 21.098
H: 4.454 -6.739 17.140
H: 5.623 -7.810 17.972
H: 5.360 -6.050 18.520
C: 9.123 -7.232 34.746
C: 8.036 -8.303 35.019
O: 6.808 -8.177 34.822
N: 8.508 -9.355 35.698
H: 6.167 -7.277 33.684
H: 9.472 -9.374 35.899
C: 7.711 -10.453 36.238
H: 9.399 -6.666 35.648
H: 8.816 -6.499 34.020
H: 10.008 -7.661 34.282
H: 6.759 -10.450 35.722
H: 7.571 -10.249 37.342
H: 8.183 -11.406 35.955
C: 6.025 -7.839 38.559
O: 4.725 -8.331 38.127
C: 4.162 -7.345 37.273
C: 3.328 -8.060 36.177
N: 3.910 -9.413 36.003
H: 4.896 -9.246 36.009
H: 3.813 -9.821 36.909
C: 3.628 -10.448 34.951
C: 3.791 -11.866 35.563
O: 5.056 -11.938 36.144
C: 5.414 -13.273 36.576
H: 6.438 -8.691 39.098
H: 5.850 -7.117 39.324
H: 6.595 -7.523 37.700
H: 5.016 -6.863 36.769
H: 3.601 -6.672 37.877
H: 3.333 -7.439 35.268
H: 2.284 -8.016 36.388
H: 4.355 -10.275 34.212
H: 2.657 -10.336 34.508
H: 3.602 -12.563 34.729
H: 2.966 -12.183 36.335
H: 6.438 -13.116 36.791
H: 5.219 -13.947 35.771
H: 4.837 -13.647 37.433
C: 2.180 -4.388 25.732
O: 2.104 -5.697 26.098
C: 3.343 -6.334 26.019
C: 3.214 -7.758 26.550
N: 2.832 -7.551 28.005
H: 3.181 -8.290 28.601
H: 3.252 -6.664 28.341
C: 1.372 -7.250 28.432
C: 1.450 -6.276 29.670
O: 2.150 -5.113 29.143
C: 1.815 -3.872 29.661
H: 1.284 -4.157 25.205
H: 3.003 -4.120 25.145
H: 2.107 -3.713 26.629
H: 4.161 -5.869 26.574
H: 3.795 -6.322 24.964
H: 4.190 -8.218 26.436
H: 2.442 -8.316 26.028
H: 0.918 -8.168 28.623
H: 0.888 -6.757 27.621
H: 1.962 -6.715 30.521
H: 0.456 -5.959 29.911
H: 1.249 -3.873 30.676
H: 1.147 -3.312 29.045
H: 2.734 -3.307 29.823
C: -5.223 -18.378 23.204
O: -4.444 -17.313 22.744
C: -3.210 -16.997 23.332
C: -2.601 -15.929 22.416
N: -3.532 -14.716 22.286
H: -4.228 -14.759 23.069
H: -3.097 -13.844 22.427
C: -4.317 -14.624 20.993
C: -5.054 -13.256 21.034
O: -5.612 -13.165 22.331
C: -5.984 -11.823 22.566
H: -4.970 -19.269 22.591
H: -6.295 -18.180 23.032
H: -5.062 -18.557 24.248
H: -2.438 -17.842 23.368
H: -3.306 -16.724 24.380
H: -2.563 -16.330 21.429
H: -1.659 -15.570 22.824
H: -4.931 -15.515 20.969
H: -3.640 -14.650 20.168
H: -5.827 -13.132 20.260
H: -4.258 -12.480 20.881
H: -6.485 -11.397 21.670
H: -5.065 -11.151 22.750
H: -6.718 -11.762 23.404
O: -0.988 -13.616 21.249
C: -0.881 -12.433 22.021
O: -2.010 -12.082 22.441
O: 0.229 -11.909 22.063
H: -0.054 -13.938 21.344
O: 4.831 -8.423 23.245
C: 4.144 -9.557 23.587
O: 4.813 -10.479 24.121
O: 2.956 -9.600 23.307
H: 5.704 -8.415 23.580
O: 6.758 -12.679 33.032
C: 5.880 -12.025 32.092
O: 6.347 -11.910 30.926
O: 4.743 -11.717 32.500
H: 7.557 -12.534 32.474
O: 5.864 -9.344 27.888
C: 8.027 -8.650 24.984
O: 7.688 -8.296 23.875
O: 8.186 -9.272 25.965
H: 6.817 -9.425 27.899
O: 5.372 -5.235 31.462
C: 5.094 -6.000 32.534
O: 4.056 -5.897 33.046
O: 6.140 -6.767 32.797
H: 4.653 -4.595 31.422
O: -2.442 -10.574 27.768
C: -1.272 -9.761 27.817
O: -0.706 -9.832 28.971
O: -1.014 -8.951 26.908
H: -2.948 -10.193 27.017
O: 0.015 -16.718 25.195
C: 0.791 -15.703 24.698
O: 1.636 -15.188 25.444
O: 0.672 -15.437 23.473
H: 0.159 -16.862 26.124
O: 1.789 -13.319 31.675
C: 0.677 -13.104 32.572
O: -0.252 -13.944 32.378
O: 0.897 -12.210 33.436
H: 2.515 -12.716 31.955

Mulliken population analysis, charges in e, atoms 1 to 6: C -1.14; N 1.50; C -1.17; C -0.86; C 1.29; C 0.12